# 1
Formula: C2HgLiO4
Source: the Open Molecules 2025 dataset
Level of theory: ωB97M-V/def2-TZVPD

Geometry as ORCA input:
```
! wB97M-V def2-TZVPD RIJCOSX def2/J DEFGRID3
* xyz 0 2
Hg 3.088 1.089 -0.634
O -1.315 1.492 -0.675
O -2.298 -0.426 -0.009
O -0.185 -0.147 0.460
O 2.108 -0.498 0.523
C 1.186 -0.063 -0.157
C -1.371 0.426 -0.083
Li -1.212 -1.872 0.575
*
```

- ⟨S²⟩ = 0.763
- energy above the lowest of the compared OMol25 structures with the same formula, charge and spin (kJ/mol) = 188.91

=====

# 2
Formula: C21H28F3N8O12PtS3
Source: the Open Molecules 2025 dataset
Level of theory: ωB97M-V/def2-TZVPD

Geometry as ORCA input:
```
! wB97M-V def2-TZVPD RIJCOSX def2/J DEFGRID3
* xyz 1 1
Pt -1.153 1.204 1.184
S -1.420 -1.419 2.995
S -0.779 2.483 4.108
S 2.061 2.237 -3.806
F 1.747 2.618 4.679
F 0.554 1.540 6.134
F 1.065 0.617 4.242
O -2.807 -1.084 2.712
O -0.826 3.834 4.539
O -0.542 -0.511 2.096
O -0.994 -1.387 4.351
O -1.629 2.840 0.219
O -2.980 4.604 0.418
O 1.302 3.094 -4.671
O -1.875 1.593 4.387
O 1.369 1.185 -3.082
O 3.078 -1.716 -1.153
O -0.424 2.418 2.620
O 4.354 -0.112 -1.832
N 0.725 1.179 0.410
N -1.812 0.185 -0.440
N -3.041 1.425 1.932
N 3.377 -0.549 -1.249
N -3.539 2.673 1.483
N -3.769 -2.678 -1.380
N -2.596 -1.188 -2.686
N 2.551 1.760 -0.639
C 2.826 3.301 -2.585
C -1.429 0.613 -1.652
C 3.482 2.623 -1.387
C -0.522 -4.541 0.581
C -1.086 -3.025 2.349
C -1.092 -5.385 2.747
C -0.704 -3.245 1.033
C 1.358 0.025 0.044
C -1.274 -4.094 3.215
C 1.178 3.658 0.241
C -2.711 3.475 0.687
C -2.584 -0.889 -0.319
C 0.749 1.755 4.846
C 1.465 2.220 0.006
C -2.984 -1.588 -1.474
C 2.862 0.531 -5.742
C -0.714 -5.630 1.429
C 2.479 0.380 -0.616
C 3.405 1.519 -4.716
C -1.839 -0.105 -2.762
C -0.480 -7.034 0.948
H -2.928 1.389 2.960
H 0.988 -0.954 0.284
H 0.485 4.045 -0.507
H -0.211 -4.710 -0.443
H -0.524 -2.414 0.364
H -4.134 3.163 2.136
H -1.518 0.216 -3.745
H 3.852 3.386 -0.703
H -0.810 1.490 -1.732
H -0.612 -7.112 -0.130
H -1.240 -6.219 3.422
H -3.969 -3.193 -2.221
H 3.693 0.119 -6.312
H 0.540 -7.348 1.180
H -3.967 -3.106 -0.493
H 0.709 3.784 1.212
H 3.559 3.917 -3.107
H 2.098 4.239 0.216
H 4.064 1.034 -3.995
H -3.666 0.668 1.665
H 2.341 -0.290 -5.253
H 3.924 2.355 -5.187
H 2.007 3.960 -2.291
H 2.180 1.023 -6.434
H -2.859 -1.214 0.677
H 4.323 2.009 -1.680
H -1.551 -3.912 4.244
H -1.158 -7.735 1.432
*
```

- energy above the lowest of the compared OMol25 structures with the same formula, charge and spin (kJ/mol) = 18.07

=====

# 3
Formula: CH13B2NO4PS
Source: the Open Molecules 2025 dataset
Level of theory: ωB97M-V/def2-TZVPD

Geometry as ORCA input:
```
! wB97M-V def2-TZVPD RIJCOSX def2/J DEFGRID3
* xyz 1 1
S -2.955 0.092 -1.118
P -1.137 -0.784 0.143
O -0.184 1.770 0.354
O 2.911 -1.059 1.265
O 0.700 0.885 -3.313
O 1.935 -0.680 -0.807
N -1.459 1.151 2.370
C 0.362 -1.584 1.036
B -0.949 0.891 1.090
B 1.772 -1.096 0.532
H -0.859 1.580 3.063
H -0.475 -0.921 -1.079
H 0.285 -2.669 0.884
H -2.547 1.371 -1.097
H -0.197 0.751 -3.695
H 1.367 0.079 -0.968
H -0.047 2.620 0.789
H 1.134 1.706 -3.620
H 1.276 0.094 -3.418
H -2.032 0.450 2.818
H -1.991 -1.831 0.493
H 0.268 -1.421 2.119
H 2.821 -1.395 2.160
*
```

- total energy (a.u.) = -1190.68623